A structure of composition C27H28N4O4PPdTe at a distorted geometry. Source: OMol25; level of theory: ωB97M-V/def2-TZVPD.

The value obtained for the LUMO energy is -3.389 eV. The energy comes out at -2302.79417 Ha. The gap between HOMO and LUMO is 6.2 eV. The calculation puts the HOMO energy at -9.6 eV. The charge is +1.

Geometry as XYZ:
```
66
C27H28N4O4PPdTe | OMol25 | ωB97M-V/def2-TZVPD
Pd 0.341 0.961 -0.088
O -3.368 -0.307 0.014
C -2.494 0.709 -0.134
N -1.784 1.197 0.797
C -1.872 0.705 2.166
C -0.570 0.150 2.721
C -0.621 -0.685 3.829
C 0.559 -1.152 4.379
C 1.763 -0.771 3.809
C 1.728 0.067 2.711
N 0.592 0.519 2.177
C -2.322 1.292 -1.508
C -3.404 1.739 -2.250
C -3.153 2.329 -3.480
C -1.844 2.437 -3.922
C -0.827 1.947 -3.118
N -1.061 1.378 -1.939
H -2.655 -0.045 2.295
H -2.139 1.570 2.780
H -1.579 -0.958 4.250
H 0.540 -1.806 5.242
H 2.710 -1.107 4.207
H 2.642 0.406 2.235
H -4.409 1.648 -1.860
H -3.969 2.709 -4.081
H -1.609 2.890 -4.875
H 0.212 2.003 -3.420
C 4.561 -0.509 -0.562
C 5.242 0.680 -0.335
C 4.537 1.867 -0.262
C 3.155 1.844 -0.428
N 2.508 0.688 -0.662
C 3.188 -0.455 -0.712
C 2.271 3.018 -0.331
C 2.733 4.332 -0.387
C 1.851 5.393 -0.294
C 0.492 5.148 -0.147
C 0.011 3.846 -0.089
C 0.896 2.782 -0.181
H 5.080 -1.455 -0.618
H 6.316 0.678 -0.205
H 5.046 2.798 -0.058
H 2.594 -1.346 -0.881
H 3.790 4.528 -0.522
H 2.220 6.409 -0.338
H -0.200 5.978 -0.072
H -1.048 3.662 0.035
C -1.151 -4.281 -3.302
C -0.102 -3.690 -2.393
O -0.543 -3.745 -1.004
P -0.983 -2.447 -0.224
O -0.030 -1.321 -0.342
Te -3.176 -1.891 -1.176
O -1.158 -2.954 1.246
C -1.945 -4.130 1.590
C -2.455 -3.975 2.998
H -0.790 -4.276 -4.330
H -2.076 -3.699 -3.280
H -1.379 -5.308 -3.020
H 0.141 -2.658 -2.649
H 0.816 -4.274 -2.417
H -1.290 -4.994 1.483
H -2.767 -4.228 0.878
H -1.631 -3.811 3.690
H -2.974 -4.887 3.294
H -3.156 -3.144 3.072
```

---

A structure of composition C27H28N6O13PtS4. Source: OMol25; level of theory: ωB97M-V/def2-TZVPD.

The value obtained for the LUMO energy (alpha / beta) is 3.997 / 3.995 eV. The energy comes out at -4064.42345 Ha. The gap between HOMO and LUMO (alpha / beta) is 6.9 / 7.6 eV. The calculation puts the HOMO energy (alpha / beta) at -2.9 / -3.6 eV. Its spin multiplicity is 3. The charge is -2.

Geometry as XYZ:
```
79
C27H28N6O13PtS4 | OMol25 | ωB97M-V/def2-TZVPD
Pt 1.135 -0.442 0.527
C 5.574 1.330 -5.090
C 5.415 0.881 -3.661
C 6.047 -0.267 -3.197
C 5.892 -0.680 -1.879
C 5.102 0.064 -1.021
C 4.472 1.224 -1.458
C 4.631 1.618 -2.775
S 4.840 -0.468 0.654
O 4.822 0.712 1.462
O 5.851 -1.470 0.938
N 3.367 -1.111 0.615
C 3.105 -2.439 0.536
C 3.969 -3.529 0.297
C 3.421 -4.784 0.171
C 2.045 -4.980 0.281
C 1.260 -3.873 0.528
N 1.776 -2.652 0.675
H 6.182 0.626 -5.660
H 6.052 2.310 -5.145
H 4.603 1.414 -5.583
H 6.664 -0.849 -3.873
H 6.384 -1.571 -1.511
H 3.870 1.814 -0.776
H 4.126 2.514 -3.117
H 5.030 -3.364 0.215
H 4.076 -5.626 -0.028
H 1.592 -5.954 0.163
H 0.183 -3.922 0.605
O 0.160 3.013 0.842
S 1.451 2.374 0.537
O 2.507 3.340 0.323
O 1.777 1.396 1.648
O 1.307 1.452 -0.656
C -1.364 6.721 -0.466
C -1.248 5.664 0.621
S -2.814 4.857 0.847
O -3.773 5.833 1.329
O -3.136 4.118 -0.348
C -2.524 3.700 2.193
C -3.293 2.389 2.024
N -2.592 1.407 1.209
C -1.455 0.791 1.601
N -0.930 0.096 0.608
C -1.715 0.296 -0.491
C -2.747 1.098 -0.131
N -3.898 1.424 -0.912
O -4.920 1.744 -0.322
O -3.782 1.359 -2.116
C -0.905 0.845 2.977
H -0.428 7.276 -0.527
H -2.174 7.421 -0.257
H -1.546 6.254 -1.433
H -0.988 6.098 1.589
H -0.539 4.867 0.382
H -2.898 4.223 3.073
H -1.449 3.532 2.267
H -4.278 2.549 1.597
H -3.428 1.944 3.010
H -1.552 -0.209 -1.425
H -1.702 0.818 3.723
H -0.292 1.737 3.105
H -0.251 -0.013 3.117
O -4.855 -4.133 -2.628
S -4.677 -3.191 -1.544
O -5.685 -2.164 -1.429
N -3.188 -2.600 -1.481
C -2.530 -2.981 -0.375
O -1.377 -2.689 -0.056
C -3.367 -3.868 0.529
C -3.007 -4.432 1.740
C -3.931 -5.246 2.385
C -5.184 -5.485 1.824
C -5.543 -4.909 0.610
C -4.611 -4.100 -0.010
H -2.029 -4.229 2.159
H -3.678 -5.703 3.335
H -5.886 -6.129 2.342
H -6.515 -5.084 0.168
```

---

A structure of composition C27H29As2IrN2O12S at a distorted geometry. Source: OMol25; level of theory: ωB97M-V/def2-TZVPD.

The value obtained for the LUMO energy is -2.224 eV. The energy comes out at -7032.63365 Ha. The gap between HOMO and LUMO is 4.7 eV. The calculation puts the HOMO energy at -7.0 eV. The charge is 0.

Geometry as XYZ:
```
74
C27H29As2IrN2O12S | OMol25 | ωB97M-V/def2-TZVPD
Ir 1.044 2.487 -1.860
O 1.523 1.910 2.113
C 1.268 2.236 0.967
O 1.944 1.885 -0.088
C 0.063 3.132 0.705
C -0.686 3.842 1.622
C -1.717 4.642 1.138
C -1.981 4.738 -0.227
C -1.187 4.016 -1.095
N -0.230 3.245 -0.586
C -1.170 4.072 -2.626
O -2.067 4.624 -3.213
O -0.101 3.535 -3.179
H 2.260 0.228 2.193
H -0.455 3.760 2.675
H -2.319 5.210 1.836
H -2.766 5.367 -0.625
C 5.612 0.665 -5.891
C 4.534 1.097 -4.943
C 4.807 1.391 -3.611
C 3.782 1.763 -2.766
N 2.514 1.861 -3.185
C 2.232 1.577 -4.464
C 3.209 1.199 -5.359
H 6.603 0.871 -5.489
H 5.512 1.170 -6.852
H 5.539 -0.409 -6.077
H 5.815 1.326 -3.222
H 3.952 1.968 -1.716
H 1.194 1.677 -4.752
H 2.931 0.989 -6.384
C -2.641 1.699 3.241
O -1.720 1.025 2.376
C -0.762 0.287 3.014
O -0.599 0.334 4.208
C -0.054 -0.577 2.086
C 0.750 -1.705 2.507
As -0.481 -3.244 2.711
C -1.248 -2.729 4.449
C -2.060 -2.638 1.622
C -2.269 -1.585 0.812
As -0.634 -0.572 0.305
C 0.368 -2.061 -0.447
C -3.709 -1.221 0.520
O -4.557 -1.459 1.339
O -4.082 -0.616 -0.615
C -3.193 -0.429 -1.715
C -3.178 -3.612 1.954
O -3.530 -3.822 3.079
O -3.667 -4.380 0.960
C -3.150 -4.320 -0.369
C 2.107 -1.667 2.514
O 2.812 -0.570 2.260
O 2.990 -2.629 2.781
C 2.551 -3.926 3.147
H -3.250 2.329 2.598
H -2.108 2.293 3.982
H -3.271 0.973 3.754
H -0.431 -2.302 5.026
H -1.645 -3.623 4.921
H -2.042 -1.998 4.349
H 0.223 -2.980 0.114
H 1.420 -1.782 -0.454
H 0.042 -2.195 -1.477
H -3.825 -0.302 -2.590
H -2.549 -1.298 -1.865
H -2.582 0.456 -1.580
H -3.574 -5.180 -0.879
H -2.061 -4.389 -0.380
H -3.467 -3.412 -0.883
H 3.451 -4.473 3.413
H 2.048 -4.424 2.320
H 1.885 -3.885 4.010
S 0.030 0.530 -2.159
```

---

A structure of composition C27H29AsINOPPd. Source: OMol25; level of theory: ωB97M-V/def2-TZVPD.

The value obtained for the LUMO energy is -3.728 eV. The energy comes out at -4178.76786 Ha. The gap between HOMO and LUMO is 6.7 eV. The calculation puts the HOMO energy at -10.5 eV. The charge is +1.

Geometry as XYZ:
```
62
C27H29AsINOPPd | OMol25 | ωB97M-V/def2-TZVPD
Pd 0.526 0.917 -0.354
C 1.407 -5.644 -2.578
C 0.626 -4.775 -3.331
C 0.341 -3.509 -2.850
C 0.819 -3.111 -1.600
C 1.605 -3.981 -0.850
C 1.897 -5.246 -1.344
P 0.367 -1.460 -1.005
C 1.288 -1.317 0.563
C 0.778 -1.663 1.815
C 1.520 -1.413 2.958
C 2.764 -0.798 2.871
C 3.278 -0.444 1.636
C 2.549 -0.701 0.478
C -1.382 -1.531 -0.565
C -2.078 -2.698 -0.387
C -3.467 -2.678 -0.148
C -4.135 -1.489 -0.143
C -3.456 -0.262 -0.350
C -4.166 0.965 -0.419
C -3.510 2.130 -0.680
C -2.100 2.141 -0.822
C -1.383 0.987 -0.729
C -2.051 -0.271 -0.542
H 1.636 -6.630 -2.958
H 0.249 -5.082 -4.297
H -0.260 -2.828 -3.442
H 1.988 -3.680 0.116
H 2.506 -5.921 -0.758
H -0.199 -2.126 1.887
H 1.129 -1.706 3.924
H 3.334 -0.599 3.770
H 4.253 0.022 1.565
H 2.975 -0.472 -0.496
H -1.557 -3.646 -0.450
H -4.000 -3.608 0.000
H -5.210 -1.464 -0.006
H -5.241 0.954 -0.285
H -4.053 3.063 -0.755
H -1.608 3.094 -0.953
N -1.914 1.493 2.628
C -0.604 1.614 2.902
O 0.269 1.588 2.043
C -0.247 1.766 4.362
I 0.938 3.503 4.661
H -2.208 1.377 1.670
H -2.608 1.500 3.353
H 0.365 0.919 4.660
H -1.114 1.843 5.011
C 0.709 4.689 -0.160
As 1.159 3.135 -1.227
C 0.577 3.637 -3.003
C 3.086 3.306 -1.363
H 1.176 5.581 -0.576
H 1.066 4.520 0.855
H -0.370 4.827 -0.130
H 1.088 4.547 -3.316
H -0.498 3.806 -3.007
H 0.807 2.828 -3.693
H 3.353 4.305 -1.707
H 3.466 2.567 -2.066
H 3.529 3.130 -0.384
```

---

A structure of composition C27H29AsN2O4SSeTi. Source: OMol25; level of theory: ωB97M-V/def2-TZVPD.

The value obtained for the LUMO energy (alpha / beta) is 4.270 / 4.268 eV. The energy comes out at -7341.76973 Ha. The gap between HOMO and LUMO (alpha / beta) is 3.8 / 5.5 eV. The calculation puts the HOMO energy (alpha / beta) at 0.5 / -1.2 eV. Its spin multiplicity is 3. The charge is -2.

Geometry as XYZ:
```
66
C27H29AsN2O4SSeTi | OMol25 | ωB97M-V/def2-TZVPD
Ti -0.633 -1.982 -0.892
C -1.378 -3.498 6.693
C -1.396 -2.728 5.398
C -1.282 -3.385 4.178
C -1.263 -2.685 2.979
C -1.367 -1.302 3.017
C -1.481 -0.622 4.220
C -1.497 -1.340 5.408
S -1.306 -0.397 1.482
O -2.305 -0.971 0.574
O -1.488 0.988 1.864
N 0.001 -0.754 0.724
C 1.362 -0.635 1.010
C 1.965 -0.236 2.193
C 3.361 -0.200 2.252
C 4.132 -0.544 1.158
C 3.539 -0.954 -0.059
C 4.257 -1.289 -1.239
C 3.519 -1.660 -2.382
C 2.149 -1.727 -2.339
N 1.419 -1.432 -1.226
C 2.128 -1.016 -0.111
H -1.648 -4.543 6.536
H -2.073 -3.072 7.419
H -0.382 -3.481 7.143
H -1.200 -4.466 4.152
H -1.161 -3.205 2.027
H -1.556 0.457 4.208
H -1.589 -0.814 6.352
H 1.367 0.053 3.049
H 3.844 0.108 3.173
H 5.214 -0.501 1.221
H 5.340 -1.252 -1.247
H 4.025 -1.918 -3.305
H 1.568 -2.043 -3.198
C -3.398 -3.042 -3.091
C -2.519 -1.811 -3.268
O -3.012 -0.780 -3.737
O -1.295 -1.936 -2.895
H -4.139 -3.076 -3.891
H -3.922 -2.959 -2.137
H -2.801 -3.950 -3.043
Se -0.694 -4.242 -0.325
C -2.429 2.106 -1.920
As -0.889 0.897 -1.896
C -0.288 1.180 -3.729
C 0.428 2.055 -0.936
C 0.584 3.435 -1.462
C -0.216 4.482 -0.996
C -0.096 5.765 -1.505
C 0.833 6.044 -2.500
C 1.640 5.016 -2.971
C 1.517 3.733 -2.460
H -2.168 3.084 -2.328
H -2.814 2.214 -0.906
H -3.184 1.626 -2.542
H -0.234 2.242 -3.973
H -1.016 0.671 -4.359
H 0.689 0.714 -3.865
H 1.366 1.498 -0.982
H 0.096 2.057 0.102
H -0.942 4.270 -0.218
H -0.733 6.555 -1.122
H 0.928 7.046 -2.899
H 2.373 5.215 -3.745
H 2.152 2.937 -2.831
```

---

A structure of composition C27H29BBrF8NO4PPt. Source: OMol25; level of theory: ωB97M-V/def2-TZVPD.

The value obtained for the LUMO energy is -9.640 eV. The energy comes out at -5259.69907 Ha. The gap between HOMO and LUMO is 7.0 eV. The calculation puts the HOMO energy at -16.7 eV. The charge is +3.

Geometry as XYZ:
```
73
C27H29BBrF8NO4PPt | OMol25 | ωB97M-V/def2-TZVPD
Pt -0.716 -0.734 0.956
C 2.508 1.611 -2.998
O 2.032 0.958 -1.842
C 2.210 -0.451 -1.963
C 1.951 -1.161 -0.656
O 0.579 -1.575 -0.448
C 0.187 -2.751 -1.196
H 3.536 1.305 -3.218
H 1.434 3.339 -2.407
H 1.890 1.372 -3.871
H 3.252 -0.654 -2.234
H 1.574 -0.849 -2.762
H 2.228 -0.549 0.198
H 2.543 -2.078 -0.637
H 1.044 -3.418 -1.275
H -0.163 -2.462 -2.187
H -0.599 -3.251 -0.638
F -6.884 2.214 2.037
C -5.908 1.552 1.471
C -6.046 1.076 0.173
F -7.160 1.286 -0.490
C -5.003 0.373 -0.413
F -5.168 -0.101 -1.639
C -3.812 0.148 0.268
P -2.467 -0.800 -0.421
C -2.200 -0.390 -2.131
C -2.724 -1.179 -3.157
C -2.539 -0.791 -4.474
C -1.852 0.381 -4.762
C -1.335 1.163 -3.736
C -1.494 0.777 -2.415
C 2.472 3.136 -2.762
C 3.312 3.593 -1.648
C 4.072 4.716 -1.741
C 4.083 5.434 -2.951
C 3.334 5.045 -4.075
C 2.573 3.921 -4.000
C -3.707 0.628 1.568
Br -2.157 0.269 2.619
C -4.728 1.318 2.175
F -4.607 1.759 3.417
H -3.286 -2.076 -2.937
H -2.947 -1.394 -5.273
H -1.728 0.690 -5.791
H -0.826 2.087 -3.975
H -1.084 1.380 -1.613
H 3.286 3.008 -0.737
H 4.675 5.056 -0.912
H 4.702 6.322 -3.022
H 3.381 5.630 -4.984
H 1.998 3.593 -4.858
F -4.043 -4.430 0.415
B -3.509 -3.554 1.215
F -2.999 -2.283 -0.574
F -4.231 -2.574 1.726
F -2.233 -3.615 1.544
O -0.087 -0.328 4.104
C 0.869 -0.749 3.467
O 0.948 -0.881 2.193
C 2.104 -1.227 4.229
N 1.856 -0.971 5.699
C 1.893 -2.303 6.420
C 2.787 -3.147 5.530
C 2.346 -2.742 4.123
H 2.977 -0.654 3.921
H 0.933 -0.513 5.762
H 2.555 -0.338 6.084
H 0.873 -2.681 6.442
H 2.244 -2.153 7.437
H 2.657 -4.209 5.725
H 3.839 -2.904 5.696
H 1.419 -3.252 3.853
H 3.086 -2.968 3.360
```

---

A structure of composition C27H29BBrF8NO4PPt at a distorted geometry. Source: OMol25; level of theory: ωB97M-V/def2-TZVPD.

The value obtained for the LUMO energy is -11.382 eV. The energy comes out at -5259.60339 Ha. The gap between HOMO and LUMO is 6.3 eV. The calculation puts the HOMO energy at -17.6 eV. The charge is +3.

Geometry as XYZ:
```
73
C27H29BBrF8NO4PPt | OMol25 | ωB97M-V/def2-TZVPD
Pt -0.712 1.119 -0.499
C -2.124 3.704 1.070
O -1.370 3.276 -0.081
C -1.773 3.915 -1.302
C -0.878 3.371 -2.373
O -1.093 1.922 -2.467
C -0.455 1.423 -3.678
H -1.804 4.708 1.348
H -1.909 3.014 1.882
H -3.192 3.709 0.842
H -1.657 4.999 -1.225
H -2.825 3.690 -1.510
H 0.176 3.558 -2.165
H -1.134 3.807 -3.339
H -0.843 2.011 -4.509
H -0.743 0.388 -3.805
H 0.627 1.536 -3.603
F -5.733 -3.622 0.321
C -4.589 -3.082 0.011
C -3.522 -3.871 -0.409
F -3.664 -5.167 -0.505
C -2.300 -3.283 -0.721
F -1.313 -4.072 -1.111
C -2.109 -1.905 -0.646
P -0.454 -1.234 -0.971
C -0.023 -1.566 -2.640
C 1.313 -1.405 -3.048
C 1.666 -1.740 -4.343
C 0.698 -2.184 -5.236
C -0.632 -2.318 -4.842
C -1.005 -1.988 -3.554
C 0.569 -2.069 0.217
C 1.624 -2.902 -0.164
C 2.333 -3.583 0.811
C 1.995 -3.444 2.149
C 0.947 -2.609 2.531
C 0.237 -1.916 1.571
C -3.200 -1.156 -0.233
Br -3.074 0.731 -0.078
C -4.422 -1.701 0.099
F -5.415 -0.926 0.495
H 2.054 -0.988 -2.377
H 2.695 -1.642 -4.661
H 0.976 -2.416 -6.255
H -1.369 -2.693 -5.538
H -2.041 -2.083 -3.255
H 1.853 -3.078 -1.205
H 3.137 -4.246 0.521
H 2.539 -4.002 2.900
H 0.695 -2.502 3.578
H -0.565 -1.254 1.870
F 3.181 2.105 0.015
B 2.516 1.155 -0.679
F 1.092 1.818 -0.983
F 2.973 0.839 -1.906
F 2.161 0.065 0.101
O 0.869 2.873 1.539
C 0.693 1.740 1.881
O -0.276 0.938 1.422
C 1.566 1.047 2.920
N 2.714 1.982 3.214
C 2.702 2.292 4.696
C 1.970 1.105 5.302
C 0.882 0.790 4.271
H 1.953 0.143 2.450
H 2.586 2.824 2.632
H 3.599 1.561 2.930
H 2.154 3.223 4.830
H 3.722 2.426 5.045
H 1.559 1.351 6.277
H 2.647 0.258 5.425
H 0.033 1.464 4.405
H 0.511 -0.230 4.340
```